C42H30Cl2N7O5Rb as an isolated structure, computed with the ωB97M-V functional and the def2-TZVPD basis.

CARTESIAN COORDINATES (ANGSTROEM)
Rb (0.07, 0.26, -0.96)
Cl (1.38, 6.99, -4.56)
C (0.86, 5.32, -4.39)
C (0.62, 4.82, -3.13)
C (0.18, 3.51, -2.91)
N (-0.14, 3.07, -1.63)
C (0.63, 3.39, -0.61)
O (1.75, 3.96, -0.60)
C (0.11, 2.94, 0.74)
C (0.96, 3.07, 1.84)
C (0.56, 2.60, 3.08)
C (-0.70, 2.04, 3.20)
C (-1.49, 1.98, 2.06)
N (-1.11, 2.40, 0.86)
C (-0.01, 2.66, -4.04)
C (0.26, 3.20, -5.31)
C (0.69, 4.50, -5.49)
Cl (1.01, 5.08, -7.12)
N (-0.45, 1.36, -3.83)
C (-0.71, 0.53, -4.82)
O (-0.62, 0.66, -6.07)
C (-1.21, -0.84, -4.37)
C (-1.13, -1.91, -5.26)
C (-1.59, -3.15, -4.88)
C (-2.15, -3.30, -3.62)
C (-2.20, -2.18, -2.79)
N (-1.75, -0.99, -3.15)
H (0.78, 5.45, -2.27)
H (1.93, 3.51, 1.68)
H (1.23, 2.64, 3.93)
H (-1.06, 1.64, 4.14)
H (-2.49, 1.55, 2.12)
H (0.12, 2.57, -6.18)
H (-0.70, -1.72, -6.24)
H (-1.53, -4.00, -5.55)
H (-2.52, -4.25, -3.27)
H (-2.60, -2.25, -1.79)
C (-4.59, 1.91, -0.70)
C (-5.33, 1.37, 0.34)
C (-4.88, 0.23, 0.98)
C (-3.69, -0.35, 0.55)
N (-3.00, 0.16, -0.48)
C (-3.42, 1.25, -1.08)
C (-3.05, -1.52, 1.22)
C (-3.56, -2.14, 2.36)
C (-2.85, -3.18, 2.93)
C (-1.64, -3.57, 2.37)
C (-1.20, -2.91, 1.23)
N (-1.90, -1.93, 0.67)
C (0.09, -3.23, 0.57)
C (1.20, -3.61, 1.31)
C (2.42, -3.75, 0.66)
C (2.48, -3.52, -0.70)
C (1.31, -3.18, -1.37)
N (0.14, -3.05, -0.75)
H (-4.90, 2.81, -1.21)
H (-6.25, 1.85, 0.66)
H (-5.44, -0.19, 1.81)
H (-2.79, 1.63, -1.88)
H (-4.50, -1.82, 2.80)
H (-3.23, -3.67, 3.81)
H (-1.06, -4.38, 2.80)
H (1.14, -3.70, 2.38)
H (3.31, -3.98, 1.23)
H (3.42, -3.57, -1.24)
H (1.31, -3.01, -2.44)
C (1.83, -2.11, 6.19)
O (3.02, -1.54, 5.71)
C (3.00, -1.06, 4.42)
C (4.21, -0.49, 3.98)
C (4.25, 0.02, 2.70)
C (3.18, -0.04, 1.81)
C (3.35, 0.42, 0.42)
C (4.21, 1.64, 0.15)
O (2.79, -0.11, -0.54)
C (1.92, -0.59, 2.26)
O (0.87, -0.62, 1.57)
C (1.90, -1.11, 3.61)
H (2.03, -2.44, 7.21)
H (1.53, -2.98, 5.59)
H (1.01, -1.39, 6.19)
H (5.06, -0.46, 4.64)
H (5.19, 0.44, 2.35)
H (4.78, 1.98, 1.01)
H (3.51, 2.44, -0.14)
H (4.87, 1.46, -0.70)
H (0.95, -1.51, 3.93)

For the frontier orbital gap, the calculation gives 4.79 eV. For the relative energy (zero: lowest compared OMol25 entry of this formula, charge and spin), the calculation gives 0.0 kcal/mol. As for the spin multiplicity: 1. As for the total charge: -2. The energy is -3322.6347 hartree.

C3Br2Cl4 as an isolated structure in a non-equilibrium geometry, computed with the ωB97M-V functional and the def2-TZVPD basis.

CARTESIAN COORDINATES (ANGSTROEM)
C (1.16, 1.64, 0.18)
C (1.06, 0.35, 0.26)
C (-1.65, -2.29, -0.51)
Cl (1.78, 2.30, -1.22)
Cl (0.66, 2.73, 1.37)
Cl (0.69, -0.25, 1.86)
Cl (-2.94, -3.01, 0.28)
Br (1.34, -0.85, -1.05)
Br (-2.09, -0.62, -1.16)

For the frontier orbital gap, the calculation gives 8.10 eV. For the relative energy (zero: lowest compared OMol25 entry of this formula, charge and spin), the calculation gives 29.7 kcal/mol. As for the spin multiplicity: 1. The energy is -7102.9633 hartree.

One molecule with the formula C4H9NO2, computed with the ωB97M-V functional and the def2-TZVPD basis.

CARTESIAN COORDINATES (ANGSTROEM)
C (-1.83, -0.16, -0.99)
C (-0.51, 0.27, -0.28)
O (-0.64, 1.57, 0.24)
C (0.03, -0.74, 0.68)
C (1.04, -0.29, -0.31)
O (1.38, -1.17, -1.35)
N (2.20, 0.35, 0.19)
H (-2.66, -0.11, -0.25)
H (-1.80, -1.19, -1.36)
H (-2.13, 0.50, -1.82)
H (1.03, -0.70, -2.11)
H (-0.65, 2.18, -0.51)
H (0.15, -0.40, 1.69)
H (-0.33, -1.76, 0.53)
H (2.47, 1.28, -0.08)
H (2.45, 0.19, 1.15)

For the frontier orbital gap, the calculation gives 9.50 eV. For the relative energy (zero: lowest compared OMol25 entry of this formula, charge and spin), the calculation gives 65.8 kcal/mol. As for the spin multiplicity: 1. As for the structure (SMILES): C[C@@]1(O)C[C@@]1(N)O. The energy is -362.9807 hartree.